Record 1
DFT (wB97M-V/def2-TZVPD) results for 2 unconnected molecules or ions with the total composition BrFHP in a non-equilibrium geometry.

Structure (XYZ):
```
4
Properties=species:S:1:pos:R:3:forces:R:3:nbo_charge:R:1
F 0.5648 1.8670 -0.3264 -0.9 -3.0 1.6 -0.64
P 0.0974 -0.2763 0.7619 0.6 3.4 -0.7 0.79
Br -1.6547 -1.0250 -0.1917 -0.2 0.0 -0.3 -0.11
H 0.9926 -0.5657 -0.2438 0.5 -0.5 -0.6 -0.04
```
Positions in Å, forces in eV/Å.

The total charge is 0. The value obtained for the energy is -3015.7527 a.u. The calculation puts the LUMO energy (spin up / spin down) at -2.4 / -2.4 eV. As for the spin multiplicity: 1.

---

Record 2
DFT (wB97M-V/def2-TZVPD) results for 2 unconnected molecules or ions with the total composition CFNO2S2 in a non-equilibrium geometry.

Structure (XYZ):
```
7
Properties=species:S:1:pos:R:3:forces:R:3:nbo_charge:R:1
C -0.8744 -1.0251 1.2180 -0.3 0.3 -0.5 -0.07
N -0.5935 -1.5904 2.1798 0.2 -0.4 0.7 -0.17
O 0.9743 1.6897 0.6756 -0.1 0.3 -0.8 -0.76
O 1.7641 -0.3913 -0.3760 -0.2 0.4 -0.7 -0.75
F -0.7965 0.8133 -3.1682 0.5 -0.1 1.2 -0.48
S -1.3432 -0.2192 -0.1572 0.4 0.4 -0.7 0.40
S 0.8693 0.7230 -0.3719 -0.5 -0.9 0.8 1.83
```
Positions in Å, forces in eV/Å.

The total charge is 0. The value obtained for the energy is -1139.3315 a.u. The calculation puts the LUMO energy (spin up / spin down) at -6.1 / -6.1 eV. As for the spin multiplicity: 1.

---

Record 3
DFT (wB97M-V/def2-TZVPD) results for a gas-phase ion, C6H12N2 (charge +2) in a non-equilibrium geometry.

Structure (XYZ):
```
20
Properties=species:S:1:pos:R:3:forces:R:3:nbo_charge:R:1
C -2.0247 1.8812 -0.3035 0.1 -1.5 -2.6 0.08
N -2.3064 0.7194 0.0549 1.7 0.2 -0.7 -0.24
C -2.3397 -0.4777 0.3888 1.0 -0.3 -0.7 0.26
C -1.2796 -1.6418 0.2135 -0.5 2.0 1.0 -0.46
C -0.0534 -1.2310 -0.6642 -1.3 0.9 0.2 -0.25
N 1.0379 -0.7241 0.2066 1.0 3.8 -2.2 -0.48
C 1.6746 0.4480 -0.0571 -2.6 -1.1 -0.9 0.37
C 2.9826 0.8851 0.3621 -0.9 0.0 1.2 -0.71
H -2.0553 2.1222 -1.4017 -0.7 0.2 1.2 0.27
H -1.4879 2.4489 0.3776 0.5 1.6 1.3 0.24
H -3.2798 -0.6224 0.8049 -1.8 -1.6 1.1 0.26
H -1.1190 -1.8985 1.3306 0.2 -0.2 -2.0 0.29
H -1.8461 -2.3830 -0.3236 -0.3 -0.7 0.2 0.29
H 0.3617 -2.0007 -1.3425 -0.3 -0.1 0.8 0.28
H -0.4526 -0.4573 -1.4004 1.0 -0.5 1.1 0.24
H 1.3927 -1.3740 0.8824 0.7 -0.4 0.2 0.45
H 1.1012 1.2541 -0.6370 0.5 -1.8 0.4 0.22
H 2.6674 1.6187 1.1691 0.9 -0.4 -0.5 0.31
H 3.5511 1.4114 -0.4199 -0.4 -0.1 0.2 0.32
H 3.4751 0.0218 0.7594 0.9 0.0 0.5 0.26
```
Positions in Å, forces in eV/Å.

The total charge is +2. The value obtained for the energy is -344.5911 a.u. The calculation puts the LUMO energy at -8.7 eV. As for the spin multiplicity: 1. The SMILES is C=[N+]=CCC/[NH+]=C/C.

---

Record 4
DFT (wB97M-V/def2-TZVPD) results for a molecular structure, C24H24B3CrF20O24 in a non-equilibrium geometry.

Structure (XYZ):
```
96
Properties=species:S:1:pos:R:3:forces:R:3:mulliken_spin:R:1
Cr 0.4634 0.1637 -0.2196 -0.7 0.2 0.8 2.83
B 1.4749 0.7348 2.0707 -0.1 0.1 3.4 0.01
F 1.5248 1.4150 0.8593 0.7 1.9 -1.7 -0.01
F 0.2249 0.1431 1.8624 -1.9 -1.6 0.5 0.02
F 2.3952 -0.2714 1.9927 0.9 0.4 1.2 0.00
F 1.3431 1.5529 3.2202 1.0 -1.0 -1.7 0.00
B -0.0867 1.5689 -2.4203 -2.6 0.5 -3.9 0.00
F 0.3254 0.9932 -3.6114 0.5 0.7 -0.5 0.00
F 0.9152 1.5738 -1.5284 3.5 0.8 2.2 0.02
F -0.7098 2.8083 -2.5915 0.7 -0.4 0.2 0.00
F -0.9209 0.6414 -1.8588 -2.3 -1.4 0.8 0.05
B 1.3617 -2.1853 -1.0036 1.3 -3.9 -1.0 0.00
F 0.6523 -1.2208 -1.6635 -1.8 1.5 -2.6 0.04
F 2.6079 -2.3339 -1.4787 0.7 -0.2 -0.7 0.00
F 1.3861 -1.6207 0.2230 0.2 2.6 3.9 0.01
F 0.7050 -3.3876 -0.8561 -0.4 -0.1 -0.4 0.00
C -1.5235 -1.1422 -4.9303 0.1 -0.7 -0.3 0.00
C -1.8951 -1.5266 -6.3587 -2.7 0.5 0.8 0.00
O -2.5419 -2.8246 -6.2699 -0.1 1.1 -0.5 0.00
C -2.3436 -3.3529 -5.0516 1.4 -0.4 0.6 0.00
O -2.4999 -4.5176 -4.7563 -0.1 2.4 -0.2 0.00
O -1.7706 -2.3683 -4.2828 -0.6 -1.7 1.8 0.00
F -0.9131 -1.6479 -7.1875 2.9 -0.5 -1.7 0.00
H -2.1001 -0.3043 -4.5384 -0.5 -0.4 0.1 0.00
H -0.4894 -0.8715 -4.7168 0.1 -0.1 -0.6 0.00
H -2.5704 -0.8133 -6.8313 -0.5 -0.2 0.2 0.00
C -3.4261 4.2640 1.1521 0.3 -0.5 -1.0 0.00
C -2.5245 4.1631 2.3070 -0.3 2.5 -0.6 0.00
O -1.9405 2.9526 2.1265 2.3 -2.9 0.0 0.00
C -1.7243 2.7388 0.8004 0.3 -2.4 -0.7 0.00
O -1.0627 1.7777 0.2993 -2.8 4.7 2.1 0.02
O -2.5006 3.6570 0.1625 -0.2 -0.5 -0.9 0.00
F -3.2490 4.2452 3.4099 -0.3 -0.4 1.7 0.00
H -3.7865 5.2699 0.9369 0.6 -0.1 -0.6 0.00
H -4.3007 3.6428 1.3451 0.1 -0.4 -0.4 0.00
H -1.7885 4.9660 2.2647 0.4 0.0 0.4 0.00
C 6.3780 0.9292 -1.7085 1.0 0.6 -0.1 0.00
C 6.1307 1.9634 -0.6141 0.1 -2.4 0.3 0.00
O 4.7563 1.7807 -0.3247 -0.5 0.4 0.3 0.00
C 4.1993 0.8358 -1.1086 -3.5 -2.3 0.3 0.01
O 3.0426 0.3283 -0.9482 5.4 2.6 -1.1 0.00
O 5.0898 0.4835 -2.0701 -1.0 -0.6 0.4 0.00
F 6.4396 3.1462 -1.1230 -0.4 1.8 -0.1 0.00
H 7.0903 0.1432 -1.4577 -0.6 -0.4 0.3 0.00
H 6.8624 1.4830 -2.5128 -0.4 -0.1 -0.4 0.00
H 6.6897 1.8202 0.3106 -0.1 0.1 0.0 0.00
C -6.3632 1.2682 -2.3295 0.8 2.0 0.5 0.00
C -6.0762 1.5391 -0.8619 -0.7 -0.8 -1.5 0.00
O -4.7660 0.9522 -0.6959 -1.8 2.6 2.2 0.00
C -4.5477 0.1189 -1.6754 3.8 -4.5 -0.7 0.00
O -3.6059 -0.7087 -1.6507 -3.7 3.1 -0.6 0.00
O -5.4864 0.2467 -2.6165 0.9 -1.9 -1.3 0.00
F -7.0320 0.8245 -0.2270 0.0 -0.6 1.7 0.00
H -5.9911 2.1765 -2.8036 -0.5 0.0 -0.9 0.00
H -7.3993 1.0094 -2.5477 0.3 0.1 0.0 0.00
H -6.2353 2.5876 -0.6099 1.0 -0.1 0.5 0.00
C -3.1723 -3.2680 2.1519 -0.2 -0.4 1.4 0.00
C -3.4180 -3.7540 0.7929 2.1 -1.1 -0.2 0.00
O -2.2763 -3.1448 0.0685 -0.9 -1.4 -0.1 0.00
C -1.9592 -2.0627 0.7496 2.0 2.8 -1.5 0.00
O -1.3054 -1.0857 0.3281 -1.5 -2.8 0.8 0.02
O -2.4654 -2.1186 1.9583 1.1 3.2 0.6 0.00
F -4.4814 -3.2469 0.2705 -2.7 1.2 -1.3 0.00
H -2.4780 -3.9233 2.6778 -0.6 -0.5 0.3 0.00
H -4.0869 -2.9848 2.6729 0.0 -0.6 0.2 0.00
H -3.5324 -4.8380 0.8023 0.9 -0.1 -0.9 0.00
C 3.6892 -3.9165 2.4971 -1.2 0.3 -0.9 0.00
C 4.3770 -3.1248 3.5783 -1.3 -0.9 -1.4 0.00
O 5.4731 -2.5842 2.8443 -0.9 0.9 0.5 0.00
C 4.9165 -2.2443 1.6284 1.5 0.5 -1.7 0.00
O 5.4487 -1.4867 0.8348 -1.6 -1.6 1.8 0.00
O 3.8081 -3.0028 1.4468 0.9 1.9 -1.9 0.00
F 4.7460 -3.9437 4.5202 1.6 -1.2 2.1 0.00
H 2.6061 -4.0140 2.5716 0.1 -0.4 0.7 0.00
H 4.1394 -4.8473 2.1522 0.3 -0.2 0.7 0.00
H 3.6556 -2.4353 4.0168 0.5 0.9 -0.2 0.00
C -1.0197 -3.6547 5.1962 -1.4 -0.3 0.1 0.00
C 0.1785 -3.1266 4.4898 2.9 -1.1 0.2 0.00
O 0.7338 -2.2858 5.4603 0.4 0.3 -0.4 0.00
C -0.2475 -1.8248 6.2293 0.2 4.3 3.4 0.00
O -0.1205 -0.8315 6.9743 -0.9 -3.9 -2.6 0.00
O -1.3407 -2.5919 6.0779 -0.5 0.6 0.4 0.00
F 0.0886 -2.4376 3.3374 -1.1 0.1 -0.3 0.00
H -0.8150 -4.5385 5.8004 0.5 0.0 -0.1 0.00
H -1.8992 -3.9133 4.6066 0.2 0.4 -0.2 0.00
H 0.9767 -3.8558 4.3509 -0.4 -0.5 -0.3 0.00
C 1.9706 5.5143 -2.4157 0.3 0.6 -0.8 0.00
C 2.8539 4.3809 -1.9822 0.4 -2.2 -0.6 0.00
O 2.5697 4.0562 -0.6077 -1.0 1.6 -2.2 0.00
C 1.5550 4.8882 -0.3154 -3.6 -1.3 5.3 0.00
O 0.9152 4.7348 0.7699 2.3 1.3 -4.3 0.00
O 1.2223 5.7712 -1.2863 -0.8 -0.4 2.4 0.00
F 4.1254 4.7020 -2.0359 2.6 1.2 0.0 0.00
H 1.3155 5.3104 -3.2627 0.1 -0.3 0.1 0.00
H 2.5447 6.4163 -2.6274 0.3 -0.2 -0.2 0.00
H 2.8216 3.5013 -2.6252 -0.8 -0.4 0.3 0.00
```
Positions in Å, forces in eV/Å.

The total charge is 0. As for the expectation value of S²: 3.7614. The value obtained for the energy is -5851.6574 a.u. The calculation puts the LUMO energy (spin up / spin down) at -3.1 / -1.3 eV. As for the spin multiplicity: 4.